The following is a quantum chemistry calculation of a cluster of 11 separate species, C38H62F2O33 in total at a distorted geometry, from the Open Molecules 2025 dataset.

Structure (XYZ):
```
135
Properties=species:S:1:pos:R:3:forces:R:3:mulliken_charge:R:1
C -10.408 3.632 8.928 -0.101 1.037 1.122 -0.13
C -11.318 4.617 8.191 0.236 0.616 0.463 0.65
O -12.616 4.011 8.273 0.060 -0.448 -0.517 -0.19
C -12.451 2.683 8.538 -0.213 0.177 -0.151 0.53
O -13.277 1.830 8.457 -0.178 0.484 0.005 -0.56
O -11.201 2.464 8.932 0.985 -1.278 -0.219 -0.42
H -10.209 3.849 9.983 -0.213 0.422 -0.121 0.08
H -9.414 3.553 8.490 -0.302 -0.614 -0.470 0.31
H -10.942 4.750 7.175 -0.576 -0.171 -0.234 0.33
H -11.423 5.606 8.632 0.329 -0.043 0.117 -0.64
C -8.493 12.088 10.296 0.083 -1.083 -0.798 0.46
C -7.980 11.320 11.533 -0.986 0.899 -1.188 0.33
O -6.630 11.026 11.202 -0.062 -0.591 1.295 -0.40
C -6.292 11.520 10.026 1.021 0.432 -0.518 0.51
O -5.192 11.431 9.557 -0.538 -0.037 -0.112 -0.59
O -7.322 12.156 9.462 -0.141 0.656 -0.516 -0.38
H -8.955 13.064 10.411 0.282 0.025 0.184 0.37
H -9.177 11.419 9.774 -0.282 0.435 -0.056 -0.42
H -8.596 10.426 11.495 0.315 -0.223 1.196 -0.15
H -8.055 11.974 12.398 0.194 -0.650 0.435 0.30
C -11.936 5.042 11.857 -1.572 1.142 -1.528 0.72
C -12.922 5.754 12.802 -0.294 -0.552 -0.469 -0.24
O -12.079 6.192 13.849 -0.029 0.449 0.700 -0.37
C -10.774 5.913 13.596 -0.685 0.197 -0.143 0.65
O -9.856 6.210 14.278 0.055 0.113 0.269 -0.54
O -10.688 5.267 12.431 1.105 -1.154 -0.095 -0.39
H -11.911 5.536 10.881 -0.125 0.079 0.122 -0.53
H -12.264 4.025 11.632 0.788 -0.375 0.671 0.31
H -13.699 5.077 13.162 0.295 -0.070 0.377 0.35
H -13.472 6.575 12.337 0.470 0.278 0.040 0.09
C -16.329 6.562 5.691 -0.146 -0.646 0.353 -0.39
C -15.456 5.872 6.742 -1.482 -0.011 0.526 -0.44
O -14.236 6.591 6.632 -0.104 -0.732 0.716 -0.01
C -14.511 7.796 6.130 1.853 1.239 -0.612 0.37
O -13.679 8.670 6.085 -0.884 -0.400 0.146 -0.42
O -15.736 7.873 5.628 -0.394 -0.413 -0.313 -0.33
H -17.352 6.693 6.033 -0.025 -0.106 -0.149 0.31
H -16.305 6.006 4.752 0.095 0.603 -0.303 0.27
H -15.335 4.793 6.699 0.416 0.101 -0.644 0.37
H -15.985 6.022 7.693 0.745 0.354 0.301 0.26
C -19.202 14.123 5.383 0.440 -0.195 0.707 -1.04
C -19.384 14.265 6.899 -0.904 0.458 -1.178 -0.34
O -18.148 14.128 7.577 0.350 0.445 0.193 -0.27
C -17.915 13.004 8.247 -1.426 -0.441 -0.549 0.70
O -18.718 12.112 8.374 0.339 -0.119 0.161 -0.63
O -16.691 13.039 8.712 1.720 -0.155 -0.128 -0.24
C -16.268 11.842 9.361 -1.392 -0.568 2.694 -0.37
H -18.600 14.919 4.947 -0.163 0.161 0.063 0.27
H -20.198 14.090 4.945 0.110 -0.015 -0.278 0.36
H -18.655 13.197 5.196 -0.262 -0.131 -0.179 0.29
H -20.164 13.566 7.193 0.470 -0.316 0.493 0.36
H -19.785 15.255 7.117 0.291 0.098 0.201 0.32
H -16.881 11.797 10.274 -0.411 -0.294 -0.191 0.52
H -15.314 11.841 9.879 0.667 0.860 -1.298 -0.35
H -16.480 10.903 8.860 0.177 0.294 -0.684 0.44
C -9.370 7.835 4.810 0.946 -0.720 0.583 -0.77
C -8.559 6.668 5.434 -1.571 0.467 -0.732 0.16
O -7.605 7.115 6.392 0.435 -0.026 -0.528 -0.42
C -8.016 7.318 7.635 0.373 -0.147 0.685 0.51
O -9.146 7.211 8.045 -0.328 0.090 -0.088 -0.25
O -6.947 7.622 8.377 -0.570 -0.061 -0.244 -0.45
C -7.209 8.112 9.709 0.681 -0.763 0.199 0.02
H -10.115 7.455 4.114 -0.030 -0.071 0.052 0.51
H -8.629 8.397 4.243 -0.321 0.470 0.023 0.26
H -9.856 8.423 5.586 -0.007 0.160 -0.107 -0.04
H -8.050 6.217 4.587 0.567 -0.247 0.429 0.40
H -9.228 5.932 5.878 0.095 -0.033 0.166 -0.17
H -6.211 8.162 10.138 -0.024 0.858 -0.122 0.29
H -7.693 7.396 10.376 -0.614 -0.084 -0.551 0.23
H -7.766 9.041 9.636 0.132 0.087 0.260 -0.27
C -9.457 14.736 12.778 0.563 -0.788 1.046 -0.84
C -10.831 14.419 13.330 -1.307 1.190 -1.335 0.03
O -10.948 13.315 14.193 0.612 -0.433 0.586 -0.45
C -10.838 12.081 13.673 -0.446 0.781 -0.230 0.51
O -10.843 11.821 12.496 0.314 -0.127 -0.225 0.11
O -10.795 11.238 14.676 -0.500 -0.412 -0.056 -0.46
C -10.578 9.834 14.377 0.520 0.425 1.467 -0.37
H -9.489 15.562 12.073 -0.044 0.002 -0.018 0.43
H -8.967 13.865 12.341 -0.329 0.117 -0.306 -0.19
H -8.813 14.982 13.627 0.036 0.354 -0.135 0.33
H -11.581 14.346 12.533 0.295 -0.432 -0.167 -0.07
H -11.199 15.290 13.877 0.230 -0.226 0.440 0.49
H -10.997 9.342 15.254 -0.018 -0.173 -0.182 0.31
H -9.493 9.764 14.460 -0.060 -0.691 -0.590 0.39
H -11.020 9.433 13.473 0.136 0.455 -0.248 -0.05
C -14.478 12.032 6.112 -0.758 -0.770 0.684 0.33
C -13.765 13.167 5.450 -0.839 0.753 0.209 -0.12
O -14.577 13.510 4.305 -0.303 -0.629 -0.515 -0.22
C -14.169 14.415 3.442 1.317 -0.055 -0.523 0.66
O -13.182 15.108 3.526 -0.344 0.023 0.236 -0.58
O -14.970 14.366 2.372 -0.065 -0.044 0.161 -0.34
C -14.747 15.310 1.331 -0.559 0.550 -0.317 -0.70
H -15.364 12.357 6.661 0.254 0.276 0.171 -0.18
H -13.804 11.514 6.795 -0.064 0.122 0.120 -0.42
H -14.893 11.266 5.454 0.526 0.121 -0.487 0.33
H -12.734 12.894 5.237 -0.067 0.383 -0.546 0.08
H -13.840 14.070 6.059 0.700 -0.228 0.318 0.31
H -14.428 16.289 1.683 -0.058 -0.106 0.350 0.33
H -15.731 15.390 0.875 0.092 0.182 -0.185 0.25
H -14.036 15.015 0.561 0.142 -0.538 0.301 0.28
C -16.206 16.211 10.658 -0.733 -1.496 0.121 -0.94
C -15.519 15.631 11.858 1.035 1.375 0.972 -0.50
O -14.797 14.454 11.495 -0.460 -0.198 0.342 -0.15
C -14.697 13.514 12.443 -0.024 0.333 -0.234 0.55
O -15.144 13.549 13.552 -0.322 0.054 0.421 -0.61
O -13.995 12.529 11.920 0.497 -0.746 -0.591 0.21
C -14.059 11.254 12.536 0.675 -0.746 0.558 -0.63
H -15.562 16.263 9.783 0.171 0.710 0.184 0.29
H -16.736 17.100 10.991 0.233 0.315 -0.521 0.42
H -16.954 15.467 10.360 -0.202 0.227 -0.036 0.11
H -16.170 15.527 12.729 -0.310 -0.800 -0.408 0.42
H -14.783 16.333 12.279 0.163 0.011 -0.408 0.27
H -13.597 11.185 13.523 -0.333 0.697 0.234 0.39
H -13.413 10.589 11.966 -0.320 0.158 -0.511 -0.16
H -15.079 10.879 12.590 -0.049 0.079 -0.065 0.44
C -8.175 11.164 6.186 -0.035 0.631 0.122 -0.24
C -8.728 11.923 4.969 0.897 -0.832 0.499 0.32
O -9.925 12.501 5.408 0.239 0.335 -0.411 -0.38
C -10.197 12.112 6.681 -0.220 -0.242 -0.303 0.20
O -11.142 12.451 7.321 0.154 0.068 -0.261 -0.36
O -9.274 11.248 7.076 0.063 -0.764 1.334 0.18
F -8.958 10.952 4.024 -0.444 0.577 -0.414 -0.29
H -7.307 11.598 6.685 -0.045 0.204 -0.196 0.25
H -7.957 10.129 5.940 -0.166 -0.028 -0.037 0.04
H -8.044 12.669 4.572 -0.317 0.083 -0.284 0.29
C -12.605 8.509 8.889 -0.360 0.369 -1.642 -0.25
C -12.232 9.999 8.880 -0.565 -2.276 1.847 0.84
O -11.181 10.002 9.854 1.265 1.146 -1.278 0.18
C -11.004 8.810 10.432 -1.554 -0.373 1.183 0.17
O -10.244 8.507 11.300 0.372 0.515 -0.626 -0.63
O -12.037 8.012 10.079 0.003 -0.836 -0.422 -0.38
F -13.282 10.623 9.500 0.089 0.817 -0.491 -0.19
H -12.275 7.987 7.990 0.611 -0.066 0.262 0.09
H -13.688 8.427 8.814 -0.050 -0.088 0.765 0.33
H -12.009 10.407 7.903 0.298 0.504 0.342 -0.49
```
Forces are in eV/Å.

Calculated values
SMILES = O=C1OC[C@@H](F)O1.O=C1OC[C@@H](F)O1.CCOC(=O)OC.CCOC(=O)OC.CCOC(=O)OC.CCOC(=O)OC.CCOC(=O)OC.O=C1OCCO1.O=C1OCCO1.O=C1OCCO1.O=C1OCCO1
Total charge = 0
Spin multiplicity = 1


The following is a quantum chemistry calculation of a structure of composition C38H62GeN3O3SSiTi, from the Open Molecules 2025 dataset.

Structure (XYZ):
```
110
Properties=species:S:1:pos:R:3:forces:R:3:mulliken_charge:R:1
Ti 0.042 0.089 0.013 -0.027 -0.044 0.068 1.90
C 5.074 -0.504 2.006 0.007 -0.008 0.016 -1.55
C 4.783 0.581 0.973 -0.010 -0.017 -0.005 1.56
C 5.819 0.508 -0.146 0.002 0.008 0.002 -1.73
C 4.852 1.946 1.656 -0.007 -0.001 -0.009 -1.73
O 3.453 0.378 0.500 0.021 0.013 0.007 -1.14
Ge 2.915 0.140 -1.242 -0.012 0.003 -0.021 -0.87
O 1.345 1.284 -1.065 0.008 -0.027 0.017 1.29
C 1.464 2.650 -1.533 0.018 -0.001 -0.010 1.33
C 1.484 2.637 -3.057 0.011 -0.009 0.008 -1.51
C 2.749 3.266 -0.992 0.002 0.010 -0.003 -1.97
C 0.280 3.454 -1.020 -0.008 0.027 -0.029 -1.83
O 1.548 -1.173 -0.672 -0.035 0.049 -0.019 1.49
C 1.874 -2.565 -0.939 -0.004 -0.014 0.036 1.07
C 1.929 -2.788 -2.450 0.002 0.017 0.019 -1.61
C 0.819 -3.457 -0.290 0.003 -0.057 -0.034 -1.20
C 3.246 -2.904 -0.359 0.019 -0.028 -0.001 -1.40
H 6.090 -0.411 2.395 0.001 -0.002 0.002 0.60
H 4.377 -0.413 2.841 -0.014 -0.013 0.004 0.30
H 4.963 -1.494 1.558 0.018 0.017 0.007 0.24
H 6.818 0.681 0.260 0.000 -0.004 0.000 0.45
H 5.812 -0.473 -0.628 0.000 0.002 -0.003 0.36
H 5.631 1.265 -0.910 -0.002 0.000 -0.001 0.34
H 5.794 2.060 2.197 -0.001 -0.004 0.000 0.42
H 4.780 2.752 0.927 -0.008 0.016 -0.015 0.33
H 4.027 2.043 2.364 0.003 -0.001 0.000 0.33
H 2.313 2.030 -3.427 -0.001 -0.001 0.001 0.28
H 0.558 2.222 -3.449 -0.021 -0.019 -0.008 0.22
H 1.604 3.652 -3.441 -0.002 -0.001 0.000 0.44
H 3.638 2.776 -1.400 0.004 0.003 0.006 0.44
H 2.795 4.320 -1.270 0.000 -0.001 -0.005 0.56
H 2.771 3.185 0.094 0.016 -0.006 0.013 0.20
H -0.633 2.873 -1.114 -0.026 -0.015 -0.054 -0.01
H 0.408 3.734 0.025 -0.012 0.013 -0.023 0.46
H 0.164 4.368 -1.605 0.003 -0.001 -0.005 0.54
H 0.986 -2.543 -2.927 -0.032 0.018 -0.013 0.26
H 2.711 -2.175 -2.901 0.003 0.007 0.001 0.28
H 2.160 -3.835 -2.656 -0.002 0.002 0.004 0.51
H -0.182 -3.046 -0.420 -0.016 0.000 -0.031 -0.07
H 0.841 -4.448 -0.746 0.004 -0.002 -0.010 0.52
H 1.005 -3.571 0.778 -0.009 -0.041 -0.097 0.13
H 4.037 -2.324 -0.841 -0.001 -0.006 0.000 0.33
H 3.283 -2.729 0.713 0.018 -0.038 -0.082 0.00
H 3.455 -3.960 -0.543 0.005 -0.004 0.000 0.59
N -1.580 -2.550 3.315 0.006 -0.012 -0.013 0.06
C -0.227 -2.741 3.488 -0.006 0.012 -0.017 0.86
C 0.488 -3.501 4.406 0.007 -0.012 -0.004 -1.11
C 1.862 -3.421 4.329 -0.005 -0.004 0.003 -0.76
C 2.487 -2.601 3.378 -0.008 0.011 -0.008 -0.80
C 1.768 -1.852 2.466 -0.020 0.084 0.095 0.27
C 0.377 -1.945 2.513 -0.030 0.114 0.101 -1.09
N -0.613 -1.300 1.754 0.034 -0.046 -0.114 1.60
C -1.752 -1.662 2.301 -0.010 0.031 0.054 -0.69
C -3.111 -1.167 2.070 0.016 0.018 0.011 -0.92
C -4.234 -1.920 2.254 0.006 0.023 0.056 -0.10
S -5.609 -0.922 2.148 -0.001 -0.006 -0.054 -0.28
C -4.584 0.424 1.852 -0.006 0.017 0.110 -0.58
N -3.318 0.160 1.826 0.023 0.014 0.022 0.70
H -2.309 -2.813 3.956 -0.002 -0.005 -0.003 0.38
H -0.008 -4.113 5.147 0.001 0.001 0.000 0.46
H 2.470 -3.989 5.021 -0.001 0.002 0.002 0.41
H 3.568 -2.552 3.364 0.014 0.006 -0.008 0.42
H 2.269 -1.213 1.749 -0.024 0.031 0.035 -0.16
H -4.311 -2.984 2.409 0.002 0.003 0.012 0.49
H -4.992 1.414 1.710 -0.008 -0.003 0.006 0.39
C 0.430 1.384 1.720 0.015 -0.022 -0.038 -2.38
C -0.621 1.736 2.704 -0.020 -0.017 0.005 0.27
C -1.488 2.810 2.478 0.012 -0.006 0.003 0.00
C -2.504 3.123 3.366 -0.007 0.001 -0.009 -0.83
C -2.688 2.371 4.520 -0.008 0.000 -0.006 -0.66
C -1.821 1.318 4.777 -0.010 -0.006 -0.002 -0.76
C -0.801 1.012 3.888 0.000 -0.006 -0.016 0.30
H 0.890 2.279 1.302 -0.001 -0.023 0.022 1.28
H 1.241 0.815 2.189 0.016 -0.009 0.023 0.37
H -1.364 3.408 1.582 -0.001 -0.001 0.006 0.09
H -3.155 3.965 3.159 0.000 -0.002 0.000 0.44
H -3.479 2.616 5.217 0.001 -0.001 -0.001 0.41
H -1.927 0.741 5.690 0.001 0.000 -0.002 0.42
H -0.111 0.208 4.123 0.003 -0.014 -0.007 0.35
C -3.564 -1.299 -1.065 -0.019 -0.008 -0.008 -1.40
Si -2.212 -0.115 -1.728 -0.014 -0.002 -0.009 0.12
C -1.791 -0.992 -3.426 -0.003 -0.003 0.000 3.10
C -0.510 -0.420 -4.040 0.009 -0.001 0.006 -1.99
C -2.890 -0.940 -4.494 -0.012 0.005 0.004 -2.10
C -1.590 -2.480 -3.112 0.000 0.001 -0.013 -2.89
C -3.227 1.518 -2.110 0.004 0.001 -0.004 2.88
C -2.582 2.363 -3.215 -0.021 0.013 0.031 -1.93
C -3.327 2.362 -0.834 -0.010 -0.001 -0.001 -1.21
C -4.672 1.227 -2.539 -0.006 0.005 0.003 -1.92
H -4.218 -1.624 -1.879 0.001 -0.002 -0.005 0.56
H -4.197 -0.813 -0.322 0.032 -0.037 -0.088 0.03
H -3.137 -2.195 -0.608 0.002 0.002 -0.018 0.24
H -0.675 0.593 -4.412 0.008 0.020 0.003 0.39
H -0.182 -1.030 -4.892 -0.001 0.002 0.005 0.51
H 0.312 -0.374 -3.322 0.016 -0.016 0.010 0.17
H -3.057 0.063 -4.884 -0.007 -0.009 -0.001 0.38
H -3.842 -1.323 -4.120 -0.001 0.000 0.001 0.30
H -2.600 -1.572 -5.344 -0.001 0.001 0.000 0.56
H -0.941 -2.641 -2.253 0.030 -0.009 0.046 0.63
H -1.144 -2.996 -3.971 0.003 0.002 0.001 0.54
H -2.542 -2.968 -2.894 0.004 0.001 0.000 0.37
H -1.534 2.586 -3.024 0.069 0.016 0.051 0.19
H -3.108 3.322 -3.304 0.003 -0.001 0.002 0.57
H -2.638 1.874 -4.187 0.008 0.011 0.011 0.28
H -2.366 2.546 -0.352 -0.021 -0.009 -0.005 -0.10
H -3.953 1.863 -0.097 0.020 0.015 -0.005 -0.08
H -3.786 3.334 -1.058 0.000 0.002 0.003 0.65
H -4.732 0.671 -3.473 0.007 -0.013 -0.013 0.32
H -5.206 2.175 -2.688 0.000 -0.001 -0.004 0.55
H -5.217 0.664 -1.778 -0.002 0.002 -0.003 0.28
```
Forces are in eV/Å.

Calculated values
Total charge = 0
Spin multiplicity = 2


| no. | calculated total energy (eV) |
| --- | --- |
| 1 | -113414.2209 |
| 2 | -149372.7917 |